[1]
23
Properties=species:S:1:pos:R:3:forces:R:3:mulliken_charge:R:1 method="wB97M-V/def2-TZVPD" gap_ev="6.7 / 4.2" homo_ev="-13.18 / -12.28" multiplicity=1 charge=+1 energy_ev=-21816.851 de_lowest_kcal_mol=53.3
C 1.009 -1.423 1.202 1.07 1.05 2.86 -0.07
C 0.992 -2.986 1.193 2.30 -0.04 -1.43 -0.37
C 0.159 -1.332 -0.934 -3.29 1.55 0.51 -0.45
C -0.399 -2.712 -0.602 2.05 -0.83 -2.05 -0.61
C -0.264 3.247 0.151 -2.37 1.42 1.75 -0.47
C 0.860 2.525 -0.329 -0.73 -2.79 -4.57 0.08
C -1.658 2.752 -0.269 -1.01 -2.20 -2.35 0.73
N 0.572 -0.665 0.299 0.21 -0.63 -0.01 -0.08
O 0.730 -3.417 -0.141 0.56 -0.47 1.48 -0.38
F 0.718 1.775 -1.501 0.24 2.32 3.43 -0.13
F -1.777 1.357 -0.347 1.09 1.56 0.16 -0.21
F -1.942 3.206 -1.504 0.22 0.01 0.37 -0.24
F -2.645 3.079 0.526 0.29 0.99 0.73 -0.23
H 1.473 -0.854 2.128 -0.99 -1.51 -1.58 0.30
H 1.976 -3.458 1.522 -0.90 1.10 -0.64 0.31
H 0.311 -3.431 1.875 -1.23 0.14 0.80 0.30
H 1.016 -1.273 -1.509 1.59 -0.69 -1.63 0.42
H -0.633 -0.761 -1.475 0.50 -0.06 0.57 0.31
H -1.081 -2.695 0.208 -1.48 0.26 0.30 0.37
H -0.702 -3.274 -1.524 -0.29 0.79 0.89 0.32
H -0.406 3.196 1.262 1.05 0.14 -0.44 0.33
H -0.194 4.410 -0.060 0.12 -2.08 0.18 0.39
H 1.883 2.736 -0.170 0.99 -0.02 0.64 0.39

***

[2]
13
Properties=species:S:1:pos:R:3:forces:R:3:mulliken_charge:R:1 method="wB97M-V/def2-TZVPD" gap_ev=9.4 homo_ev=-8.47 multiplicity=1 energy_ev=-10742.222 de_lowest_kcal_mol=124.4
H -1.838 -1.903 -1.062 -0.15 0.74 -0.52 0.25
N -0.967 -1.398 -0.942 0.47 -1.48 -0.56 -0.57
C -0.946 -0.286 -0.410 1.23 -1.18 3.08 0.48
O -1.971 0.514 -0.099 1.13 2.73 1.12 -0.37
C -1.343 1.688 0.463 4.03 -0.03 0.01 -0.39
C 0.052 1.597 0.657 -3.94 -2.92 -0.86 -0.18
N 0.188 0.138 0.473 -0.71 2.80 -3.04 0.36
N 1.488 -0.079 0.171 1.86 -3.86 1.17 -0.64
C 1.889 -1.305 -0.027 -3.32 1.82 -1.84 -0.35
H -1.909 2.531 0.651 -1.53 1.18 -0.03 0.46
H 1.077 2.084 0.759 -2.26 -0.08 0.30 0.40
H 2.871 -1.450 -0.068 4.31 0.06 0.03 0.33
H 1.409 -2.129 -0.567 -1.13 0.21 1.13 0.22

***

[3]
21
Properties=species:S:1:pos:R:3:forces:R:3:mulliken_charge:R:1 method="wB97M-V/def2-TZVPD" gap_ev=7.2 homo_ev=-7.19 multiplicity=1 energy_ev=-23984.354 de_lowest_kcal_mol=113.4
C -1.754 1.893 -1.534 0.85 -0.49 -1.09 -1.27
C -0.581 -2.389 0.649 -0.47 3.12 0.13 -1.14
C 1.221 -0.897 2.311 0.23 -0.07 -1.43 -0.97
C -0.857 0.674 -1.246 0.61 -1.71 -0.90 -0.16
C -0.384 0.528 0.158 1.56 0.52 1.46 0.03
P 0.586 1.941 0.828 -0.07 -0.89 1.76 -0.06
P 0.411 -0.819 0.807 -1.44 -1.10 2.23 0.35
H -1.065 2.729 -1.676 -0.31 0.40 1.13 0.31
H -2.152 1.939 -2.540 -0.38 -0.93 -0.37 0.37
H -2.578 2.021 -0.868 -0.24 0.41 0.71 0.32
H 0.107 -3.145 0.492 0.89 -1.83 -1.44 0.38
H -1.432 -2.111 -0.006 0.67 -1.07 0.16 0.33
H -0.888 -2.563 1.656 -0.73 0.11 0.71 0.34
H 1.520 -1.853 2.745 -0.61 -0.11 -0.45 0.28
H 1.985 -0.172 2.511 0.00 0.68 0.12 0.35
H 2.915 -0.361 -0.158 -0.69 1.17 -1.06 0.10
H -1.199 -0.418 -1.506 0.16 2.25 -0.42 0.28
H 0.106 0.929 -1.766 -0.95 -0.75 -0.47 0.20
H 2.525 0.166 -0.613 1.00 -1.07 0.83 -0.07
H -0.446 2.640 1.507 0.02 0.22 -0.39 0.03
H 0.662 2.637 -0.322 -0.09 1.16 -1.23 -0.03

***

[4]
16
Properties=species:S:1:pos:R:3:forces:R:3:mulliken_charge:R:1 method="wB97M-V/def2-TZVPD" gap_ev=9.7 homo_ev=-9.03 multiplicity=1 energy_ev=-20241.462 de_lowest_kcal_mol=79.9
C -1.271 -0.151 0.262 0.20 -2.03 1.41 -0.45
C -0.423 -0.855 -0.837 -3.17 -5.25 0.15 -0.04
C 1.065 -1.049 -0.338 -0.34 -0.14 -0.54 -0.49
C 0.809 1.146 0.232 1.41 4.20 -0.84 -0.53
C -0.643 1.154 -0.206 -1.28 1.10 1.14 -0.07
H -0.002 -0.563 1.566 2.60 0.27 0.89 0.43
H -2.417 -0.038 0.302 1.90 -0.86 -0.76 0.37
H -0.930 -1.882 -1.178 1.49 1.94 0.68 0.43
H 1.623 -0.878 -1.289 0.42 -0.58 0.77 0.32
H 1.418 -1.851 0.392 -1.12 -0.47 -2.33 0.30
H 1.568 1.676 -0.519 -1.77 -0.78 1.22 0.27
H 0.823 1.698 1.178 0.15 0.46 -0.27 0.32
H -1.203 2.026 0.294 0.91 -0.64 -1.73 0.41
O -0.888 -0.813 1.537 -3.58 1.16 -1.06 -0.61
O 1.314 -0.050 0.588 1.29 -0.29 0.56 -0.46
S -0.845 0.430 -1.985 0.90 1.91 0.72 -0.20

***

[5]
57
Properties=species:S:1:pos:R:3:forces:R:3:mulliken_spin:R:1 method="wB97M-V/def2-TZVPD" gap_ev="5.4 / 6.0" homo_ev="-5.21 / -8.59" multiplicity=5 s2=6.083 energy_ev=-85135.752
Pt -0.090 -0.431 -0.289 -0.20 0.15 2.62 1.41
P 2.221 -0.415 -0.287 0.91 -0.36 0.69 0.14
P -2.402 -0.079 0.007 -0.64 -0.03 0.57 0.17
N 0.041 0.669 -1.773 -0.28 1.63 -2.75 1.22
H 1.088 -2.162 1.770 -0.51 -0.56 0.19 0.00
C 2.829 -1.913 -1.121 0.58 0.05 -0.04 0.01
H 3.926 -1.942 -1.115 -0.16 -0.11 -0.08 0.00
H 2.474 -1.909 -2.159 0.05 -0.01 0.23 0.00
H 2.439 -2.808 -0.620 0.08 0.28 -0.11 -0.01
C 3.007 -0.337 1.343 0.62 0.01 0.01 0.00
H 4.097 -0.279 1.227 -0.09 -0.02 0.17 0.00
H 2.751 -1.216 1.942 0.09 0.24 -0.11 0.00
H 2.651 0.558 1.870 0.02 -0.21 -0.17 0.01
C 2.970 0.994 -1.171 0.11 -0.11 -0.03 0.02
H 4.061 0.995 -1.033 -0.25 -0.01 -0.06 0.00
H 2.557 1.924 -0.762 0.07 -0.19 -0.06 0.00
H 2.735 0.940 -2.240 0.05 0.04 0.21 0.00
C -3.270 -1.504 -0.717 -0.38 0.21 -0.07 0.01
H -4.354 -1.368 -0.612 0.13 -0.21 -0.13 0.00
H -2.947 -2.414 -0.193 -0.09 0.35 -0.14 0.00
H -2.999 -1.582 -1.777 -0.13 -0.03 0.19 0.00
C -2.981 0.013 1.721 -0.35 0.19 0.01 0.01
H -4.046 0.283 1.736 0.14 -0.07 0.14 0.01
H -2.378 0.766 2.243 -0.19 -0.20 -0.11 0.01
H -2.826 -0.953 2.215 -0.02 0.24 -0.18 0.00
C -3.014 1.421 -0.804 -0.49 -0.06 0.04 0.01
H -4.080 1.543 -0.568 0.19 0.17 -0.21 0.00
H -2.874 1.344 -1.888 -0.05 0.06 0.19 0.00
H -2.450 2.283 -0.427 -0.14 -0.21 -0.06 0.00
C -0.031 1.542 -2.747 0.01 0.85 -1.33 -0.12
C -0.046 2.039 -5.148 -0.06 0.06 -0.05 -0.11
C -0.062 1.116 -4.127 0.08 -0.28 0.75 0.26
C -0.041 2.962 -2.484 0.10 -0.58 0.19 0.25
C -0.035 3.869 -3.529 -0.05 -0.34 0.06 -0.11
C -0.035 3.414 -4.858 0.02 0.11 0.00 0.24
H -0.042 1.690 -6.184 -0.03 0.20 0.34 0.00
H -0.079 0.032 -4.292 0.03 0.47 -0.14 -0.01
H -0.034 3.258 -1.432 0.03 0.09 -0.37 0.00
H -0.027 4.934 -3.304 -0.02 -0.23 -0.14 0.00
H -0.029 4.138 -5.673 0.01 -0.22 0.22 0.01
C 0.112 -2.703 1.766 -0.06 1.24 -0.11 -0.06
O -0.766 -1.888 0.992 0.49 -1.65 0.27 0.57
C 0.259 -4.050 1.081 0.26 -0.55 -0.06 0.06
H 0.236 -4.852 1.827 -0.03 0.05 -0.16 0.00
H 1.228 -4.109 0.576 -0.22 -0.10 -0.09 0.00
H -0.536 -4.232 0.348 0.14 0.12 0.20 -0.01
C -0.421 -2.797 3.183 0.08 -0.14 0.28 0.01
H -1.441 -3.205 3.194 0.20 0.08 -0.06 0.00
H -0.404 -1.827 3.691 -0.10 -0.13 -0.22 0.00
H 0.226 -3.479 3.747 -0.12 0.08 0.04 0.00
Cl 0.959 2.930 5.396 -0.02 -0.12 0.03 0.00
C 0.392 1.578 4.426 -0.05 0.21 -0.97 0.01
Cl 1.475 0.163 4.667 -0.17 0.23 0.06 0.00
Cl -1.267 1.143 4.911 0.20 -0.01 0.05 0.00
C 0.415 1.933 2.812 0.51 0.14 0.03 -0.03
O 1.000 2.970 2.489 -0.65 -1.17 0.21 0.00
O -0.143 1.013 2.150 0.36 0.36 0.02 -0.01

***

[6]
11
Properties=species:S:1:pos:R:3:forces:R:3:mulliken_charge:R:1 method="wB97M-V/def2-TZVPD" gap_ev=7.2 homo_ev=-3.80 multiplicity=1 smiles="NC(=S)CC([O-])=S" charge=-1 energy_ev=-28385.648 de_lowest_kcal_mol=0.0
N -0.438 -0.819 1.371 1.46 3.52 -3.95 -0.33
C 0.622 -0.052 0.962 0.66 -1.98 0.50 0.21
S 2.077 0.016 1.804 -0.55 0.27 0.11 -0.41
C 0.576 0.446 -0.469 -1.52 1.52 -0.14 -0.63
C -0.816 0.332 -1.160 -0.81 0.49 -1.63 0.34
O -1.869 -0.183 -0.696 1.68 0.37 0.28 -0.72
S -0.681 0.961 -2.757 -0.42 -0.07 0.10 -0.49
H -1.171 -0.762 0.611 -0.62 -0.57 0.89 0.34
H -0.347 -1.331 2.173 0.05 -1.36 2.21 0.14
H 0.898 1.557 -0.660 -0.38 -2.29 0.82 0.30
H 1.149 -0.166 -1.179 0.44 0.10 0.80 0.25